Version one
Density functional theory data (the ωB97M-V functional and the def2-TZVPD basis) for an isolated molecule of C6H8S.

Each atom is followed by the atoms it is bonded to, with distances in Å.
Cartesian coordinates (Å):
1 C -0.418 -2.165 -0.402  C2 1.533, H8 1.032, H9 1.136, H10 1.114
2 C -1.143 -0.831 -0.193  C1 1.533, C3 1.494, S7 1.985, H11 1.079
3 C -0.933 0.279 -1.170  C2 1.494, C4 1.223
4 C -0.226 1.264 -1.010  C3 1.223, C5 1.433
5 C 0.564 2.101 -0.158  C4 1.433, C6 1.596, H12 1.057, H13 1.070
6 C 0.972 0.974 0.896  C5 1.596, S7 1.905, H14 1.069, H15 1.097
7 S -0.453 -0.122 1.527  C2 1.985, C6 1.905
8 H 0.479 -2.252 0.099  C1 1.032
9 H -0.223 -2.318 -1.511  C1 1.136
10 H -1.053 -3.028 -0.094  C1 1.114
11 H -2.135 -1.113 0.128  C2 1.079
12 H 1.557 2.358 -0.415  C5 1.057
13 H -0.100 2.899 0.105  C5 1.070
14 H 1.732 0.314 0.534  C6 1.069
15 H 1.381 1.641 1.665  C6 1.097

LUMO energy (eV): 0.75
Total charge: 0
Orbital gap (Eh): 0.349
SMILES: C[C@@H]1C#CCCS1
Highest occupied orbital energy (eV): -8.74

Results of the Mulliken charge analysis, in e, for atoms 1 through 2: -1.0401, 0.1683

---

Version two
Density functional theory data (the ωB97M-V functional and the def2-TZVPD basis) for an isolated molecule of C6H8S.

Each atom is followed by the atoms it is bonded to, with distances in Å.
Cartesian coordinates (Å):
1 C -1.992 -0.403 0.212  C2 1.586, H8 1.056, H9 1.103, H10 1.127
2 C -0.607 0.213 -0.255  C1 1.586, C3 1.604, C6 1.548, S7 1.897
3 C 0.493 -0.703 -0.978  C2 1.604, C4 1.596, H11 1.016, H12 1.180
4 C 1.837 -0.089 -0.375  C3 1.596, C5 1.294, H13 1.113
5 C 1.646 0.786 0.559  C4 1.294, C6 1.417, H14 1.009
6 C 0.264 1.060 0.704  C2 1.548, C5 1.417, S7 1.823, H15 1.151
7 S -0.384 2.047 -0.686  C2 1.897, C6 1.823
8 H -2.391 -0.909 -0.625  C1 1.056
9 H -1.772 -1.290 0.830  C1 1.103
10 H -2.778 0.102 0.842  C1 1.127
11 H 0.456 -0.643 -1.991  C3 1.016
12 H 0.405 -1.796 -0.541  C3 1.180
13 H 2.746 -0.722 -0.485  C4 1.113
14 H 2.404 1.164 1.106  C5 1.009
15 H -0.327 1.181 1.684  C6 1.151

LUMO energy (eV): 0.92
Total charge: 0
Orbital gap (Eh): 0.342
SMILES: C[C@]12CC=C[C@H]1S2
Highest occupied orbital energy (eV): -8.40

Results of the Mulliken charge analysis, in e, for atoms 1 through 2: -1.2360, 0.3814

---

The structure with the greatest stability is version two.